17
Properties=species:S:1:pos:R:3:forces:R:3:mulliken_charge:R:1 method="wB97M-V/def2-TZVPD" charge=+1 s2=6.02 multiplicity=5 homo_lumo_gap_ev="8.13 / 6.49" e_homo_ev="-13.63 / -13.64"
F 2.411 1.095 0.477 0.9 -0.9 0.9 -0.578
C -0.948 2.549 0.644 -2.9 -0.4 0.8 -0.349
O -1.902 1.449 0.593 2.5 0.9 0.2 -0.255
C -1.923 0.732 -0.613 -1.2 0.3 -1.1 -0.724
C -0.895 -0.391 -0.711 0.4 -0.8 -0.2 -0.086
O 0.427 0.067 -0.869 -1.8 1.4 -0.8 -0.674
H -0.902 2.827 1.712 0.4 -0.3 -0.4 0.399
H -1.419 3.420 0.140 0.7 -0.4 -0.5 0.417
H -1.807 1.421 -1.473 0.1 -0.2 0.3 0.361
H -2.919 0.267 -0.698 0.3 0.2 0.2 0.378
H -1.158 -1.019 -1.584 0.0 0.3 0.3 0.332
H -0.998 -1.035 0.184 0.1 0.3 -0.1 0.312
Co 0.814 1.784 -0.158 -0.5 -0.7 0.0 0.694
C 2.182 -0.737 0.013 2.9 -2.3 1.3 -0.046
H 2.916 -0.533 -0.779 -2.1 1.2 -1.1 0.275
H 2.801 -1.604 0.280 1.6 -0.5 1.1 0.296
H 1.471 -1.112 0.762 -1.2 1.8 -0.9 0.247



64
Properties=species:S:1:pos:R:3:forces:R:3:mulliken_charge:R:1 method="wB97M-V/def2-TZVPD" charge=0 smiles="CC1(C)CCC[C@@H](C(=O)NC[C@@H]2CC[C@]3(CO2)C[C@H](NC(=O)CS(N)(=O)=O)C3)C1" homo_lumo_gap_ev=9.73 e_homo_ev=-9.23
C -5.738 3.586 3.157 0.1 0.4 -0.2 -2.031
C -4.367 4.094 2.658 0.2 -0.7 0.4 2.106
C -4.439 5.593 2.275 -0.1 -0.5 0.1 -1.849
C -3.328 3.843 3.788 0.4 0.6 -0.4 -1.163
C -1.873 4.138 3.345 -0.5 -0.2 -0.2 -0.749
C -1.493 3.348 2.068 -0.6 1.2 0.5 -0.678
C -2.532 3.606 0.936 0.1 -2.0 0.3 0.724
C -2.165 2.763 -0.303 0.2 1.4 -0.5 -0.225
O -1.893 3.317 -1.364 -0.1 -0.2 0.1 -0.734
N -2.143 1.429 -0.181 0.0 -1.1 0.1 0.077
C -1.773 0.506 -1.258 0.5 0.0 0.3 -1.624
C -0.246 0.350 -1.438 0.0 -0.4 -0.4 0.643
C 0.101 -0.556 -2.644 0.1 0.2 0.2 -0.779
C 1.607 -0.872 -2.725 -0.3 0.4 0.6 -1.322
C 2.159 -1.327 -1.358 -0.1 0.1 -1.2 1.866
C 1.738 -0.309 -0.259 -0.3 -0.8 -0.9 -1.072
O 0.317 -0.210 -0.247 -0.2 0.2 0.3 -0.451
C 1.886 -2.808 -1.018 -1.1 0.2 1.5 -0.886
C 3.282 -2.867 -0.369 0.3 -0.9 -1.5 -0.314
N 3.941 -4.167 -0.502 -0.6 -0.1 0.5 -0.063
C 5.102 -4.463 -1.093 0.4 1.4 -0.4 0.640
O 5.865 -3.634 -1.573 -0.1 -0.4 0.2 -0.639
C 5.479 -5.917 -1.097 -0.1 -0.9 -1.1 -0.931
S 4.340 -7.030 -2.013 -0.3 -0.7 -0.6 1.179
N 4.340 -6.428 -3.602 0.0 -0.3 1.2 -0.574
O 4.955 -8.351 -2.095 -0.6 1.6 0.4 -0.640
O 2.985 -6.853 -1.495 1.4 -0.1 -0.3 -0.635
C 3.645 -1.733 -1.360 0.7 0.8 1.0 -1.275
C -3.941 3.193 1.460 0.2 1.7 0.2 -1.330
H -5.713 2.531 3.433 0.2 0.0 0.0 0.402
H -6.071 4.142 4.034 0.0 0.1 0.1 0.435
H -6.506 3.704 2.392 0.0 0.0 -0.1 0.429
H -3.479 6.022 1.995 0.1 -0.1 0.0 0.358
H -5.118 5.751 1.436 -0.1 -0.1 -0.1 0.376
H -4.814 6.189 3.108 0.0 -0.1 0.1 0.441
H -3.576 4.444 4.664 0.0 0.1 0.0 0.431
H -3.385 2.807 4.128 -0.1 -0.2 -0.2 0.351
H -1.738 5.207 3.175 -0.1 0.1 -0.1 0.351
H -1.186 3.884 4.154 0.0 -0.1 0.0 0.423
H -0.495 3.679 1.772 0.0 -0.3 -0.2 0.390
H -1.484 2.300 2.375 0.1 -0.1 -0.4 0.236
H -2.506 4.635 0.577 0.0 -0.1 0.2 0.294
H -2.309 1.037 0.730 0.1 -0.1 -0.1 0.275
H -2.202 -0.471 -1.032 0.0 0.0 0.2 0.471
H -2.227 0.825 -2.200 0.2 0.2 0.1 0.340
H 0.162 1.351 -1.597 0.2 0.1 0.0 0.344
H -0.460 -1.488 -2.568 -0.1 -0.1 0.2 0.337
H -0.228 -0.084 -3.571 0.0 0.1 0.0 0.443
H 1.795 -1.620 -3.497 0.0 -0.1 0.1 0.461
H 2.146 0.022 -3.047 0.1 0.2 0.1 0.389
H 2.066 -0.617 0.733 -0.2 -0.1 0.0 0.432
H 2.192 0.669 -0.437 0.0 0.1 -0.3 0.383
H 1.039 -3.001 -0.358 -0.1 -0.1 0.0 0.326
H 1.781 -3.444 -1.900 0.3 0.2 0.0 0.329
H 3.278 -2.576 0.685 0.0 0.2 -0.3 0.142
H 3.380 -4.963 -0.234 -0.1 0.0 0.0 0.282
H 6.417 -5.982 -1.641 0.1 -0.1 0.0 0.323
H 5.606 -6.311 -0.096 -0.2 -0.3 0.1 0.423
H 4.730 -7.143 -4.215 -0.2 0.2 0.1 0.294
H 3.389 -6.158 -3.848 0.3 -0.1 0.0 0.283
H 3.986 -2.081 -2.339 -0.2 -0.2 0.2 0.317
H 4.365 -0.999 -1.000 0.1 0.1 -0.1 0.387
H -3.956 2.159 1.813 0.0 0.0 -0.2 0.356
H -4.691 3.340 0.680 0.0 -0.3 -0.2 0.475



17
Properties=species:S:1:pos:R:3:forces:R:3:mulliken_charge:R:1 method="wB97M-V/def2-TZVPD" charge=-1 s2=0.76 multiplicity=2 homo_lumo_gap_ev="5.41 / 5.63" e_homo_ev="-1.03 / -1.39"
C 1.036 -1.150 -1.038 2.4 -0.7 -1.2 -1.310
C -0.009 -1.234 -0.006 -1.4 -0.1 1.1 -0.290
C -0.137 0.063 0.671 -2.2 2.0 0.5 -0.008
C -1.439 0.867 0.246 2.0 1.0 -0.2 -0.354
N -1.520 0.775 -1.214 -0.5 0.2 0.3 -0.858
C 1.006 0.660 1.467 -1.5 -0.4 -1.0 -1.177
H 0.937 -1.812 -1.886 -0.6 -0.5 -0.3 0.383
H 0.837 -0.164 -1.407 0.3 0.5 -0.8 0.396
H 2.123 -1.261 -0.836 -0.5 0.3 0.8 0.262
H -0.915 -1.301 -0.625 -0.1 -0.2 0.5 0.271
H -0.055 -1.925 0.849 0.6 -1.0 -0.7 0.374
H -2.302 0.487 0.838 0.0 0.1 -0.2 0.215
H -1.234 1.951 0.566 -0.5 -1.1 0.1 0.212
H -1.558 1.725 -1.605 -0.1 -0.4 0.4 0.051
H 1.755 -0.081 1.637 0.8 0.1 0.4 0.308
H 0.764 1.504 2.089 0.2 0.0 0.4 0.344
H 0.711 0.895 0.253 0.9 0.2 -0.1 0.181



88
Properties=species:S:1:pos:R:3:forces:R:3:mulliken_charge:R:1 method="wB97M-V/def2-TZVPD" charge=+1 homo_lumo_gap_ev="7.07 / 7.07" e_homo_ev="-11.16 / -11.16"
Pd 0.873 0.452 -0.052 -0.4 0.1 -1.0 1.015
C 0.418 -3.702 1.231 0.0 -0.1 0.0 -1.451
C 1.473 -3.418 0.171 0.0 0.0 0.0 0.460
C 0.939 -3.256 -1.251 -0.1 0.0 0.0 -1.233
C 2.389 -2.288 0.547 0.0 0.1 -0.2 -0.242
C 3.680 -2.516 1.014 0.0 0.0 0.0 -1.737
C 4.273 -1.279 1.092 0.1 0.0 -0.1 -0.165
N 3.400 -0.355 0.700 -0.2 0.0 0.0 -0.512
N 2.210 -0.957 0.382 0.4 -0.4 0.4 1.162
B 3.813 1.120 0.413 0.1 0.0 0.1 0.431
N 3.105 2.047 1.389 -0.1 0.0 -0.1 -0.019
C 3.662 2.989 2.160 0.1 0.0 0.0 -0.200
C 2.663 3.594 2.879 0.0 0.1 0.0 -1.432
C 1.482 2.944 2.490 0.0 -0.1 -0.1 -0.065
N 1.763 2.000 1.574 0.0 0.2 0.3 0.319
C 0.164 3.218 3.167 0.0 0.0 0.0 0.655
C 0.133 2.466 4.501 -0.1 0.0 0.0 -1.428
C -1.090 2.950 2.350 0.0 0.0 0.0 -1.265
N 3.510 1.426 -1.059 -0.1 0.0 -0.1 0.069
C 4.260 2.114 -1.929 0.0 0.0 0.0 -0.214
C 3.632 2.088 -3.154 0.0 0.0 0.0 -1.492
C 2.472 1.328 -2.954 -0.1 -0.1 -0.1 0.056
N 2.405 0.941 -1.677 0.1 0.2 0.3 0.300
C 1.561 0.840 -4.051 0.0 0.1 0.0 0.353
C 0.237 0.264 -3.569 0.0 0.0 0.0 -0.638
C 2.311 -0.212 -4.879 0.0 0.0 0.0 -1.585
H -0.102 -4.635 1.011 0.0 0.0 0.0 0.449
H -0.322 -2.918 1.275 -0.3 0.3 0.0 0.239
H 0.874 -3.782 2.219 0.0 0.0 0.0 0.400
H 2.129 -4.291 0.162 0.0 0.0 0.0 0.532
H 0.448 -2.295 -1.387 0.0 0.0 0.0 -0.098
H 0.220 -4.043 -1.488 0.0 0.0 0.0 0.369
H 1.757 -3.307 -1.971 0.0 0.0 0.0 0.490
H 4.123 -3.476 1.216 0.0 0.0 0.0 0.535
H 5.276 -0.987 1.355 0.0 0.0 0.0 0.488
H 4.995 1.225 0.586 0.0 0.0 0.0 -0.153
H 4.727 3.155 2.138 0.0 0.0 0.0 0.501
H 2.755 4.387 3.603 0.0 0.0 0.0 0.522
H 0.178 4.287 3.398 0.0 0.0 0.0 0.414
H 0.124 1.390 4.327 0.0 -0.1 0.0 0.186
H -0.761 2.727 5.070 0.0 0.0 0.0 0.414
H 1.008 2.700 5.107 0.0 0.0 0.0 0.441
H -1.087 1.943 1.939 0.0 -0.1 0.0 -0.060
H -1.197 3.663 1.532 0.0 0.0 0.0 0.310
H -1.971 3.040 2.988 0.0 0.0 0.0 0.480
H 5.193 2.556 -1.618 0.0 0.0 0.0 0.492
H 3.979 2.515 -4.080 0.0 0.0 0.0 0.569
H 1.360 1.698 -4.699 0.0 0.0 0.0 0.419
H 0.410 -0.488 -2.796 0.0 0.0 0.0 -0.178
H -0.275 -0.224 -4.402 0.0 0.0 0.0 0.579
H -0.433 1.027 -3.172 0.0 0.0 0.0 0.188
H 2.521 -1.092 -4.265 0.0 0.0 0.0 0.289
H 3.261 0.170 -5.251 0.0 0.0 0.0 0.431
H 1.708 -0.525 -5.733 0.0 0.0 0.0 0.438
Cl -0.194 2.430 -0.785 0.1 -0.1 0.1 -0.146
C -1.883 2.104 -1.113 0.0 0.0 0.0 0.803
C -2.622 3.146 -1.641 0.0 0.0 0.0 -0.788
C -3.942 2.903 -1.983 0.0 0.0 0.0 -0.687
C -4.485 1.638 -1.806 0.0 0.0 0.0 -0.888
C -3.719 0.618 -1.266 0.0 0.0 0.0 -1.070
C -2.391 0.838 -0.888 -0.1 0.1 0.0 0.051
P -1.402 -0.455 -0.052 0.2 0.1 0.5 1.067
C -2.033 -0.455 1.659 -0.1 0.0 -0.1 0.798
C -3.386 -0.250 1.931 -0.1 0.0 0.0 -0.469
C -3.859 -0.321 3.230 0.0 0.0 0.0 -0.870
C -2.987 -0.614 4.272 0.0 0.0 0.0 -0.814
C -1.641 -0.812 4.010 0.0 0.1 0.0 -0.842
C -1.162 -0.715 2.711 0.0 0.0 0.0 -0.382
C -2.149 -1.939 -0.793 0.1 0.0 -0.1 1.289
C -2.788 -2.908 -0.027 0.1 0.0 0.0 -0.670
C -3.363 -4.014 -0.641 0.0 0.0 0.0 -0.775
C -3.307 -4.154 -2.019 0.0 0.0 0.0 -0.731
C -2.685 -3.180 -2.791 0.0 0.0 0.0 -0.683
C -2.112 -2.078 -2.182 0.1 0.0 -0.1 -0.176
H -2.171 4.117 -1.796 0.0 0.0 0.0 0.566
H -4.540 3.701 -2.402 0.0 0.0 0.0 0.428
H -5.511 1.443 -2.089 0.0 0.0 0.0 0.460
H -4.152 -0.365 -1.136 0.0 0.0 0.0 0.572
H -4.083 -0.034 1.131 0.0 0.0 0.0 0.399
H -4.909 -0.155 3.431 0.0 0.0 0.0 0.458
H -3.356 -0.676 5.287 0.0 0.0 0.0 0.382
H -0.953 -1.023 4.819 0.0 0.0 0.0 0.462
H -0.102 -0.826 2.528 0.1 0.0 -0.1 0.549
H -2.850 -2.805 1.048 0.0 0.0 0.0 0.437
H -3.859 -4.762 -0.038 0.0 0.0 0.0 0.429
H -3.755 -5.017 -2.494 0.0 0.0 0.0 0.407
H -2.649 -3.279 -3.868 0.0 0.0 0.0 0.466
H -1.636 -1.321 -2.795 0.0 0.0 0.1 0.139



Values of energy above the lowest of the compared OMol25 structures with the same formula, charge and spin, in order: 394.0; 87.6; 387.3; 24.3, all in kJ/mol.
Values of DFT total energy, in order: -1790.3480; -1721.7674; -251.6522; -2679.7284, all in Eh.